## w
C2H8S2 | ωB97M-V with the def2-TZVPD basis set

```
! wB97M-V def2-TZVPD RIJCOSX def2/J DEFGRID3
* xyz 0 1
H 3.66 -0.90 0.72
H 3.23 -0.16 -0.85
H -4.03 1.56 -0.70
H 0.54 -1.92 2.00
H -2.91 2.40 0.42
S 0.22 -2.03 0.73
C 2.98 -0.96 -0.14
S 1.27 -0.36 0.12
H -2.42 2.06 -1.23
H -2.63 0.64 -0.23
C -2.99 1.66 -0.38
H 3.07 -1.99 -0.47
*
```

Values from the calculation:
- HOMO-LUMO gap: 9.74 eV
- SMILES: CSS.C

---

## x
C2H8S2 | ωB97M-V with the def2-TZVPD basis set

```
! wB97M-V def2-TZVPD RIJCOSX def2/J DEFGRID3
* xyz 0 1
H -3.17 2.35 -1.69
C -4.53 0.70 -2.12
H -5.33 0.39 -1.33
H -2.93 0.82 -0.62
H -4.44 -0.21 -2.64
C -3.23 1.19 -1.59
H -2.42 0.97 -2.31
H 2.60 -2.09 0.00
H 0.39 -0.05 1.53
S 2.51 -0.66 0.13
H -5.08 1.44 -2.73
S 1.67 -0.28 1.88
*
```

Values from the calculation:
- HOMO-LUMO gap: 10.04 eV
- SMILES: CC.SS

---

Taking the most stable structure as the zero point, the relative energies in eV are w 0.000; x 0.482.